Entry 1:
This record from the Open Molecules 2025 dataset describes a 10-piece molecular cluster, C18H52N20O16 overall at a distorted geometry. The level of theory is ωB97M-V with the def2-TZVPD basis set.

Element x y z (Å)
C (1.9788, -4.7314, 0.8211)
C (0.9420, -5.3803, -0.1017)
O (1.3891, -5.2541, -1.4565)
C (-0.4651, -4.7537, 0.0094)
O (-0.5625, -3.8438, 1.0990)
C (-1.6471, -2.9675, 1.0275)
C (-1.1039, -1.5472, 0.9229)
O (-0.3688, -1.4486, -0.3017)
N (-1.2482, -1.2166, -1.3689)
O (-0.8289, -1.6759, -2.3610)
O (-2.4265, -3.0108, 2.2035)
C (-3.0626, -4.2158, 2.4624)
O (-2.5070, -5.1352, 3.0061)
C (-4.5319, -4.2664, 2.0636)
C (-4.7444, -4.8407, 0.6425)
C (-4.9293, -3.7564, -0.4113)
N (-4.1473, -3.8270, -1.5841)
O (-5.7555, -2.8745, -0.2713)
H (2.7949, -5.4446, 0.9574)
H (1.5977, -4.4774, 1.8067)
H (2.3975, -3.8695, 0.3009)
H (0.8610, -6.4411, 0.1305)
H (1.1792, -4.3523, -1.7253)
H (-1.2083, -5.5541, 0.1510)
H (-0.7217, -4.2531, -0.9313)
H (-2.2664, -3.2052, 0.1543)
H (-1.8894, -0.7915, 0.9754)
H (-0.3968, -1.4112, 1.7398)
H (-4.9943, -3.2859, 2.1697)
H (-4.9923, -4.9553, 2.7690)
H (-3.9037, -5.4867, 0.3729)
H (-5.6385, -5.4630, 0.6651)
H (-3.7466, -2.9153, -1.7833)
H (-3.3934, -4.5028, -1.5233)
N (-0.2600, 1.7090, -1.3190)
C (-0.5144, 2.6197, -0.3432)
N (-0.9751, 3.8154, -0.8039)
O (-0.3454, 2.3342, 0.8425)
H (-0.4025, 1.8912, -2.2980)
H (0.0901, 0.8163, -1.0301)
H (-1.2029, 4.5753, -0.1798)
H (-1.1115, 3.9710, -1.7848)
N (4.4647, -3.9369, -2.6960)
C (4.4455, -2.8122, -1.9287)
N (3.9744, -1.6808, -2.5484)
O (4.8212, -2.8055, -0.7667)
H (4.1694, -3.9694, -3.6525)
H (4.8038, -4.7797, -2.2741)
H (3.9537, -0.8378, -2.0067)
H (3.6662, -1.6595, -3.5015)
N (1.6655, 5.6492, 2.6298)
C (1.1805, 4.8324, 3.6025)
N (0.3372, 3.8507, 3.1831)
O (1.4757, 4.9633, 4.7865)
H (1.4037, 5.5656, 1.6653)
H (2.2838, 6.3856, 2.9130)
H (-0.0315, 3.2409, 3.8885)
H (0.0703, 3.6882, 2.2198)
N (-2.5387, 3.6789, -5.3694)
C (-2.5194, 2.5448, -4.6200)
N (-3.7287, 1.9912, -4.3369)
O (-1.4679, 2.0477, -4.2233)
H (-3.3805, 4.1017, -5.7112)
H (-1.6546, 4.0927, -5.6015)
H (-3.7355, 1.1572, -3.7797)
H (-4.5998, 2.3746, -4.6506)
N (-2.7601, 8.3699, 0.6617)
C (-1.8921, 7.4709, 1.2184)
N (-1.5822, 7.7149, 2.5118)
O (-1.4451, 6.5442, 0.5423)
H (-3.1419, 9.1474, 1.1649)
H (-3.0114, 8.2354, -0.2986)
H (-0.9157, 7.1257, 2.9763)
H (-1.9781, 8.4793, 3.0289)
N (-0.7580, -0.3252, -5.8612)
C (-0.0040, -0.6340, -6.9561)
N (0.0379, -1.9650, -7.2864)
O (0.5951, 0.2101, -7.6000)
H (-1.2544, -1.0092, -5.3234)
H (-0.8069, 0.6425, -5.5815)
H (0.5865, -2.2217, -8.0848)
H (-0.4425, -2.6782, -6.7731)
N (1.5853, 0.7987, 4.1482)
C (1.9554, -0.0430, 5.1596)
N (2.3929, 0.5845, 6.2970)
O (1.8982, -1.2554, 5.0628)
H (1.6255, 1.7986, 4.2220)
H (1.2646, 0.3867, 3.2922)
H (2.6764, 0.0010, 7.0605)
H (2.4536, 1.5810, 6.3906)
N (-2.5979, 8.6388, 6.9471)
C (-1.5769, 8.3764, 6.0756)
N (-0.8239, 7.2774, 6.3578)
O (-1.3375, 9.0880, 5.1121)
H (-2.8018, 8.0714, 7.7468)
H (-3.1580, 9.4501, 6.7668)
H (-0.0339, 7.1041, 5.7570)
H (-0.9859, 6.6784, 7.1446)
N (8.3493, -5.9914, -3.7817)
C (7.1033, -6.3790, -3.3762)
N (7.0601, -7.0789, -2.2021)
O (6.0986, -6.1140, -4.0141)
H (9.1864, -6.1927, -3.2699)
H (8.4109, -5.4705, -4.6357)
H (6.1600, -7.3793, -1.8786)
H (7.8715, -7.2981, -1.6573)

Forces on atoms 1 to 3 (eV/Å):
C 0.1 -0.5 -0.2
C 0.1 0.9 0.2
O -0.3 -0.5 0.0

The calculated total energy is -3016.33646 Ha. As for the SMILES: C[C@H](O)CO[C@H](CON=O)OC(=O)CCC(N)=O.NC(N)=O.NC(N)=O.NC(N)=O.NC(N)=O.NC(N)=O.NC(N)=O.NC(N)=O.NC(N)=O.NC(N)=O. As for the charge: 0.

Entry 2:
This record from the Open Molecules 2025 dataset describes C11H21N5O2PdS as an isolated structure. The level of theory is ωB97M-V with the def2-TZVPD basis set.

Element x y z (Å)
Pd (-0.7276, 0.7076, -1.2030)
O (0.7476, 0.6783, 0.4285)
N (1.4071, 1.8210, 0.5346)
C (2.1667, 1.9837, 1.6420)
C (2.8953, 3.1204, 1.8557)
C (2.8444, 4.1368, 0.8994)
C (2.0725, 3.9585, -0.2201)
C (1.3370, 2.7799, -0.4248)
S (0.4099, 2.5385, -1.8637)
H (2.1312, 1.1457, 2.3206)
H (3.4834, 3.2089, 2.7569)
H (3.3985, 5.0551, 1.0377)
H (1.9976, 4.7209, -0.9824)
C (3.3444, -3.6138, -1.4791)
N (2.0093, -3.2628, -1.0550)
C (1.4191, -2.0405, -1.2101)
N (2.2000, -1.0589, -1.7412)
O (0.2412, -1.8593, -0.9177)
H (3.5503, -4.6353, -1.1690)
H (4.0941, -2.9779, -1.0020)
H (3.4687, -3.5524, -2.5638)
H (1.3705, -3.9880, -0.7829)
H (3.1981, -1.1597, -1.7702)
H (1.8354, -0.1196, -1.6838)
N (-3.7101, 0.6640, 0.3543)
C (-3.4402, 0.3347, 1.7489)
C (-2.2117, -0.5556, 1.8092)
N (-2.4560, -1.7541, 1.0156)
C (-2.7354, -1.4193, -0.3622)
C (-3.9563, -0.5277, -0.4457)
H (-1.6843, 1.0304, -2.3101)
H (-4.4769, 1.3173, 0.2767)
H (-4.2821, -0.1892, 2.2271)
H (-3.2518, 1.2588, 2.2977)
H (-2.0026, -0.8450, 2.8403)
H (-1.3503, 0.0142, 1.4275)
H (-1.6574, -2.3740, 1.0583)
H (-2.8553, -2.3326, -0.9433)
H (-1.8714, -0.8799, -0.8208)
H (-4.8309, -1.0982, -0.0979)
H (-4.1217, -0.2309, -1.4820)

Forces on atoms 1 to 3 (eV/Å):
Pd 0.3 0.2 0.5
O -0.1 0.0 -0.2
N 0.0 0.1 0.0

The calculated total energy is -1382.04034 Ha. As for the charge: 0.

| no. | Kohn-Sham gap (eV) | E_LUMO (eV) |
| --- | --- | --- |
| 1 | 8.833 | -0.5 |
| 2 | 8.040 | 0.5 |